<P>
DFT (ωB97M-V with the def2-TZVPD basis set) results for a 2-piece molecular cluster, C4H8ClN2 overall.

Each line ends with the Löwdin charge.
Atoms and positions in Å:
H: -0.42 -2.04 -1.26  0.13
H: -2.21 -0.33 -1.61  0.21
C: 3.01 1.99 0.54  0.08
H: -1.43 1.63 -0.09  0.03
N: 1.83 2.15 0.11  -0.08
H: -0.92 0.42 1.05  0.11
H: 3.22 2.22 1.53  0.07
N: -1.60 -0.36 -0.75  -0.03
C: 0.67 2.10 -0.28  -0.52
C: -1.23 -1.74 -0.50  -0.04
H: 3.81 1.43 -0.08  0.14
H: -2.24 -2.41 -0.58  0.17
C: -1.37 0.57 0.08  0.06
Cl: -0.04 3.45 -1.16  0.62
H: -0.71 -1.79 0.39  0.05

- net charge = +1
- spin multiplicity = 1
- HOMO energy (eV) = -12.8

=====

<Q>
DFT (ωB97M-V with the def2-TZVPD basis set) results for an isolated ion of composition C4H8ClN2 and charge +1.

Each line ends with the Löwdin charge.
Atoms and positions in Å:
H: -1.47 1.63 -1.88  0.23
H: 1.67 -1.49 1.67  0.08
H: -0.28 -2.20 -0.46  0.23
N: -1.01 0.80 -1.36  0.09
C: -0.34 1.13 -0.08  -0.13
H: 1.72 0.48 1.89  0.08
H: 0.51 1.81 -0.10  0.13
H: 2.40 -0.06 0.50  0.07
H: -1.42 -0.91 -2.48  0.20
H: -0.98 1.78 0.61  0.15
Cl: -1.06 -0.63 2.01  0.63
C: -1.04 -0.50 -1.49  -0.07
C: -0.03 -0.28 0.52  -0.72
N: -0.30 -1.12 -0.57  0.06
C: 1.64 -0.45 1.22  -0.02

- net charge = +1
- SMILES = C[C@@]1(Cl)CNC=[NH+]1
- spin multiplicity = 1
- HOMO energy (eV) = -14.5

=====

So which one is most stable? That would be <Q>, about 254.4 kJ/mol below the next structure.

=====

<P>
DFT (ωB97M-V with the def2-TZVPD basis set) results for a 2-piece molecular cluster, CH5N2O overall.

Each line ends with the Löwdin charge.
Atoms and positions in Å:
O: -1.77 -0.20 0.28  0.27
H: -0.72 2.25 -0.12  0.07
H: 0.85 1.69 -0.44  0.06
H: 0.36 -1.52 -0.99  0.16
C: 0.36 -1.10 0.03  0.03
N: 0.06 1.67 0.19  0.24
H: 1.36 -0.70 0.24  0.13
H: 0.12 -1.95 0.69  0.15
N: -0.63 -0.14 0.11  -0.10

- net charge = +1
- spin multiplicity = 1
- HOMO energy (spin up / spin down) (eV) = -16.6 / -16.6

=====

<Q>
DFT (ωB97M-V with the def2-TZVPD basis set) results for CH5N2O as an isolated structure.

Each line ends with the Löwdin charge.
Atoms and positions in Å:
O: 1.81 1.22 -0.20  0.13
H: -0.12 1.78 3.01  0.08
N: -1.71 0.44 0.05  0.24
H: -2.17 0.48 1.03  0.20
H: -0.51 1.26 2.52  0.01
N: 0.50 1.43 -0.25  0.12
C: -0.51 0.81 -0.05  -0.08
H: -2.16 0.07 -0.78  0.16
H: 2.19 2.08 -0.36  0.14

- net charge = +1
- spin multiplicity = 1
- HOMO energy (eV) = -17.0

=====

So which one is most stable? That would be <Q>, about 107.5 kJ/mol below the next structure.

=====

<P>
DFT (ωB97M-V with the def2-TZVPD basis set) results for an isolated ion of composition CH5N2O and charge +1.

Each line ends with the Löwdin charge.
Atoms and positions in Å:
C: 0.66 0.65 0.44  0.06
H: 0.80 0.56 1.54  0.16
H: 1.50 0.23 -0.14  0.13
H: 0.66 1.71 0.24  0.13
H: 0.23 -0.82 -1.46  0.17
O: -1.43 -0.02 0.99  0.22
N: -0.60 -0.82 -0.86  0.30
H: -1.30 -1.44 -0.97  0.13
N: -0.52 -0.07 0.22  -0.29

- net charge = +1
- SMILES = C[N+](N)=O
- spin multiplicity = 1
- HOMO energy (eV) = -17.9

=====

<Q>
DFT (ωB97M-V with the def2-TZVPD basis set) results for an isolated ion of composition CH5N2O and charge +1.

Each line ends with the Löwdin charge.
Atoms and positions in Å:
H: -0.30 -1.89 0.05  0.13
C: -0.67 -0.86 0.22  0.09
H: -0.27 1.23 -1.18  0.15
O: 1.47 -0.15 1.05  0.14
N: 0.48 0.07 0.25  -0.25
H: -1.21 -0.39 -0.64  0.12
H: -1.15 -0.92 1.25  0.16
N: 0.40 1.14 -0.45  0.25
H: 1.23 1.77 -0.56  0.21

- net charge = +1
- SMILES = C[N+](N)=O
- spin multiplicity = 1
- HOMO energy (spin up / spin down) (eV) = -17.5 / -17.5

=====

So which one is most stable? That would be <P>, about 27.5 kJ/mol below the next structure.